Computed, not measured: the molecule C18H16N6O3S2 at a distorted geometry, with ωB97M-V/def2-TZVPD.

Geometry as XYZ:
```
45
Properties=species:S:1:pos:R:3:mulliken_charge:R:1
C 6.056 0.405 -0.063 -1.014
C 5.662 1.813 0.093 -0.240
O 4.145 1.763 -0.367 -0.353
C 3.200 1.494 0.790 0.202
O 3.494 1.089 2.010 -0.665
C 1.838 1.709 0.141 0.741
C 1.479 2.504 -0.940 -0.729
N 0.354 2.532 -1.336 -0.646
C -0.690 2.065 -0.681 0.513
N -1.872 1.783 -1.220 0.078
C -2.962 1.458 -0.845 0.507
N -4.243 1.438 -1.239 -0.811
C -4.955 0.568 -0.596 0.988
C -6.334 0.449 -0.832 -0.598
C -6.906 -0.635 -0.054 -0.607
C -6.058 -1.236 1.032 -0.162
C -4.756 -1.150 1.119 -1.233
C -4.241 -0.139 0.293 0.248
O -2.887 0.593 0.216 -0.229
N -0.538 1.188 0.255 -0.378
C 0.809 0.810 0.736 0.123
C 0.952 0.157 2.051 -1.192
S 0.092 -1.668 1.750 -0.180
C 0.921 -2.170 0.440 0.393
N 0.661 -3.003 -0.418 -0.031
N 1.371 -3.418 -1.190 -0.656
C 2.425 -2.773 -1.465 0.515
C 3.441 -2.869 -2.199 -0.990
S 2.625 -1.475 -0.160 -0.034
H 5.717 0.070 -1.147 0.146
H 5.444 -0.428 0.543 0.141
H 6.968 0.416 -0.026 0.685
H 6.167 2.627 -0.589 0.295
H 5.719 2.073 1.116 0.279
H 2.155 3.124 -1.116 1.001
H -1.922 2.511 -1.847 0.206
H -7.065 0.982 -1.415 0.406
H -7.944 -0.801 0.028 0.387
H -6.550 -1.991 1.920 0.161
H -4.089 -1.528 1.688 0.724
H 0.409 0.473 2.753 0.796
H 1.902 -0.156 2.392 0.291
H 3.693 -1.949 -2.895 0.251
H 3.238 -3.743 -2.833 0.310
H 4.494 -3.012 -2.085 0.363
```

Results
HOMO energy: -0.2845 Eh
SMILES string: CCOC(=O)c1cnc(Nc2nc3ccccc3o2)nc1CSc1nnc(C)s1